This record from the OMol25 dataset describes 2 unconnected molecules or ions with the total composition CH4N2O in a non-equilibrium geometry. The level of theory is wB97M-V/def2-TZVPD.

Calculated values
HOMO = -10.04 eV
SMILES string = N=C=O.N
Molecular weight = 60.1 Da
Energy above the lowest of the compared OMol25 structures with the same formula, charge and spin = 123.2 kJ/mol
Lowest unoccupied orbital energy = 0.022 Eh

```
! RIJCOSX wB97M-V def2-TZVPD def2/J DEFGRID3
* xyz 0 1
N 0.9413 0.5927 -1.9598
C 0.6544 -0.3191 -1.2730
O 0.5264 -1.4045 -0.9149
H 0.7006 1.5438 -2.0173
N -0.9584 -0.0047 1.4966
H -0.6247 -0.3486 0.6041
H -1.0277 -0.7113 2.2172
H -0.2120 0.6516 1.8473
*
```


This record from the OMol25 dataset describes 2 unconnected molecules or ions with the total composition CH4N2O in a non-equilibrium geometry. The level of theory is wB97M-V/def2-TZVPD.

Calculated values
HOMO (alpha / beta) = -7.68 / -7.36 eV
Molecular weight = 60.1 Da
Energy above the lowest of the compared OMol25 structures with the same formula, charge and spin = 969.2 kJ/mol
Lowest unoccupied orbital energy (alpha / beta) = -0.093 / -0.106 Eh

```
! RIJCOSX wB97M-V def2-TZVPD def2/J DEFGRID3
* xyz 0 1
C -1.6488 -0.2682 -0.3109
N -1.3643 0.3447 0.9116
N 1.4975 0.4802 -0.0414
O -1.1957 1.0178 -0.1926
H -0.9198 -0.9753 -0.8941
H -2.5878 -0.4657 -0.6997
H 1.2859 0.3077 -1.1171
H 2.3728 0.9792 -0.0956
*
```


This record from the OMol25 dataset describes CH4N2O in the gas phase in a non-equilibrium geometry. The level of theory is wB97M-V/def2-TZVPD.

Calculated values
HOMO = -9.88 eV
SMILES string = NC(N)=O
Molecular weight = 60.1 Da
Energy above the lowest of the compared OMol25 structures with the same formula, charge and spin = 10.2 kJ/mol
Lowest unoccupied orbital energy = 0.027 Eh

```
! RIJCOSX wB97M-V def2-TZVPD def2/J DEFGRID3
* xyz 0 1
N -0.7169 -0.4019 -0.8726
C 0.2820 0.3169 -0.2789
N 0.2985 0.3502 1.0918
O 1.1788 0.8754 -0.9243
H -1.2621 -0.9669 -0.2548
H -0.6592 -0.4940 -1.8671
H -0.2710 -0.3209 1.5760
H 1.1500 0.6411 1.5299
*
```


This record from the OMol25 dataset describes 2 unconnected molecules or ions with the total composition CH4N2O2 in a non-equilibrium geometry. The level of theory is wB97M-V/def2-TZVPD.

Calculated values
HOMO (alpha / beta) = -9.03 / -9.03 eV
Molecular weight = 76.1 Da
Energy above the lowest of the compared OMol25 structures with the same formula, charge and spin = 319.5 kJ/mol
Lowest unoccupied orbital energy (alpha / beta) = -0.008 / -0.008 Eh

```
! RIJCOSX wB97M-V def2-TZVPD def2/J DEFGRID3
* xyz 0 1
C 0.0829 -1.4699 -1.1177
N 0.1344 1.3297 1.2281
N 0.2809 0.8798 0.0166
O -0.2180 -2.6211 -1.2664
O -0.4261 -0.9108 -0.0419
H 0.8021 -1.0000 -1.8480
H -0.7386 1.8604 1.6026
H 0.6084 0.6766 1.9590
H -0.5260 1.2553 -0.5323
*
```